*one*
# CH3ClO3S

The molecule CH3ClO3S (ωB97M-V with the def2-TZVPD basis set, the Open Molecules 2025 dataset).

Last column: Löwdin charge in e.
Atoms and positions in Å:
C1 1.324 -0.027 -0.016  -0.064
H1 2.145 -0.573 -0.213  0.054
O1 -1.098 0.026 -1.480  -0.317
O2 0.194 -0.758 0.557  -0.323
Cl1 -1.446 1.506 0.917  0.404
H2 0.816 0.484 -0.785  0.041
O3 -2.461 -1.080 0.343  -0.348
S1 -1.212 -0.283 -0.082  0.432
H3 1.739 0.705 0.758  0.123

- HOMO level (eV) = -11.57
- structure (SMILES) = COS(=O)(=O)Cl
- frontier orbital gap (eV) = 11.4



*two*
# CH3ClO3S

The molecule CH3ClO3S (ωB97M-V with the def2-TZVPD basis set, the Open Molecules 2025 dataset).

Last column: Löwdin charge in e.
Atoms and positions in Å:
C1 0.431 0.096 -0.830  -0.324
H1 -0.804 0.404 0.646  0.065
O1 1.490 0.437 0.109  -0.429
O2 -0.792 0.485 -0.322  -0.058
Cl1 0.684 1.941 2.265  0.258
S1 1.755 2.038 0.486  0.609
H2 0.542 0.727 -1.857  0.168
H3 0.622 -0.994 -0.973  0.136
O3 3.096 2.155 0.794  -0.425

- HOMO level (eV) = -10.65
- frontier orbital gap (eV) = 10.8



Taking the most stable structure as the zero point, the relative energies in kcal/mol are *one* 18.1; *two* 0.0.



*one*
# C2H3BrO

The molecule C2H3BrO (ωB97M-V with the def2-TZVPD basis set, the Open Molecules 2025 dataset).

Last column: Löwdin charge in e.
Atoms and positions in Å:
H1 -0.238 0.875 -1.241  0.142
C1 -0.358 0.373 -0.067  -0.668
O1 1.662 -0.946 0.232  0.041
H2 0.027 -1.716 -0.835  0.128
Br1 -2.157 -0.177 0.022  0.653
C2 0.553 -0.849 -0.230  -0.402
H3 -0.092 1.231 0.694  0.107

- HOMO level (eV) = -10.20
- structure (SMILES) = O=CCBr
- frontier orbital gap (eV) = 10.8



*two*
# C2H3BrO

A cluster of 2 separate species, C2H3BrO in total (ωB97M-V with the def2-TZVPD basis set, the Open Molecules 2025 dataset).

Last column: Löwdin charge in e.
Atoms and positions in Å:
H1 -1.667 0.003 0.900  0.060
H2 0.832 -1.217 1.245  0.034
C1 0.499 -0.589 0.526  -0.056
Br1 0.537 1.047 -2.107  0.661
C2 -0.679 -0.058 0.618  0.125
O1 -0.805 1.253 -0.953  -0.836
H3 1.282 -0.439 -0.228  0.012

- HOMO level (eV) = -9.09
- frontier orbital gap (eV) = 8.8



Taking the most stable structure as the zero point, the relative energies in kcal/mol are *one* 0.0; *two* 88.1.